[1]
Below is a molecular structure, BrCu2, with properties calculated with wB97M-V/def2-TZVPD.

Output
- energy relative to the best compared isomer or geometry (same formula, charge and spin) (kJ/mol) = 60.0
- HOMO energy (spin up / spin down) (eV) = -28.699 / -26.375
- spin multiplicity = 3
- E_tot (Eh) = -5853.34830
- <S²> = 2.01
- charge = +3

Cartesian coordinates (Å):
Br (-0.927, 0.757, -0.608)
Cu (-0.669, -1.938, 0.216)
Cu (1.596, 1.182, 0.392)

In the natural (NBO) picture, each atom carries the following charge in e: 0.431 1.252 1.316

[2]
Below is 2 unconnected molecules or ions with the total composition BrFHOP at a distorted geometry, with properties calculated with wB97M-V/def2-TZVPD.

Output
- energy relative to the best compared isomer or geometry (same formula, charge and spin) (kJ/mol) = 266.8
- HOMO energy (spin up / spin down) (eV) = -8.740 / -8.816
- E_tot (Eh) = -3091.04988
- charge = 0

Cartesian coordinates (Å):
Br (2.795, 1.156, -0.616)
O (-0.256, -1.021, 0.374)
H (-0.501, -0.904, 1.223)
F (-1.555, 0.901, -0.121)
P (-0.483, -0.132, -0.860)

In the natural (NBO) picture, each atom carries the following charge in e: -0.627 -0.981 0.536 -0.585 1.657

[3]
Below is 2 unconnected molecules or ions with the total composition BrFHP at a distorted geometry, with properties calculated with wB97M-V/def2-TZVPD.

Output
- energy relative to the best compared isomer or geometry (same formula, charge and spin) (kJ/mol) = 365.8
- HOMO energy (spin up / spin down) (eV) = -10.754 / -10.759
- E_tot (Eh) = -3015.72259
- charge = 0

Cartesian coordinates (Å):
F (0.201, -1.913, 0.424)
P (0.233, 0.420, -0.868)
H (1.138, 0.358, 0.205)
Br (-1.573, 1.135, 0.239)

In the natural (NBO) picture, each atom carries the following charge in e: -0.641 0.766 -0.019 -0.106

[4]
Below is a single BrFO2S molecule at a distorted geometry, with properties calculated with wB97M-V/def2-TZVPD.

Output
- energy relative to the best compared isomer or geometry (same formula, charge and spin) (kJ/mol) = 468.9
- HOMO energy (spin up / spin down) (eV) = -11.339 / -11.336
- E_tot (Eh) = -3222.34534
- SMILES = O=S(=O)(F)Br
- charge = 0

Cartesian coordinates (Å):
O (0.543, -0.794, 1.407)
O (1.207, 1.597, -0.471)
Br (-2.099, 0.306, -0.034)
F (0.234, -1.043, -1.163)
S (0.116, -0.066, 0.261)

In the natural (NBO) picture, each atom carries the following charge in e: -0.766 -0.525 -0.013 -0.474 1.777